# 1
An isolated molecule of C4H6N2O2, computed with wB97M-V/def2-TZVPD.

- total charge = 0
- LUMO level (eV) = 0.68
- gap between HOMO and LUMO (eV) = 10.3
- F_max (eV Å⁻¹) = 6.9
- relative energy (zero: lowest compared OMol25 entry of this formula, charge and spin) (eV) = 5.5471
- HOMO level (Ha) = -0.3548
- structure (SMILES) = C1=N\N=C/OCCO/1
- spin multiplicity = 1

Each line ends with the Mulliken charge.
Geometry (Å):
1 C 0.91386 -0.91188 0.09006  -0.3998
2 C 1.33402 0.53108 -0.15318  -0.6281
3 C -0.78089 1.69302 -0.04352  0.0251
4 C -1.48169 -1.09671 0.23820  0.0383
5 H 1.01017 -1.20458 1.19768  0.3243
6 H 1.73286 -1.39702 -0.48615  0.3034
7 H 2.33362 0.48410 0.16520  0.4268
8 H 1.43596 0.69685 -1.11466  0.4374
9 H -0.55504 2.56898 -0.67024  0.4256
10 H -1.69984 -2.03327 0.82753  0.3705
11 N -1.83549 0.98989 -0.46143  -0.3667
12 N -2.38891 -0.17839 0.23593  -0.2722
13 O 0.26723 1.29055 0.61469  -0.3656
14 O -0.28586 -1.43262 -0.44012  -0.3190

Forces on the atoms, in the same order (eV/Å):
C 1.959 -0.926 0.318
C -4.178 -2.552 4.917
C -2.720 -2.168 -4.571
C -1.266 -2.962 1.293
H -0.103 0.623 -1.512
H -0.575 -0.632 0.491
H 1.178 1.271 1.797
H -0.658 1.614 -4.994
H -0.712 0.067 0.288
H -0.399 1.051 -0.548
N 0.185 2.380 1.620
N 5.155 0.645 -1.025
O 3.334 -0.683 1.853
O -1.201 2.272 0.072



# 2
A structure of composition C4H6N2O2, computed with wB97M-V/def2-TZVPD.

- total charge = 0
- LUMO level (eV) = -0.17
- gap between HOMO and LUMO (eV) = 9.5
- F_max (eV Å⁻¹) = 7.3
- relative energy (zero: lowest compared OMol25 entry of this formula, charge and spin) (eV) = 4.9048
- HOMO level (Ha) = -0.3570
- spin multiplicity = 1

Each line ends with the Mulliken charge.
Geometry (Å):
1 C -1.41356 0.01643 0.15370  0.2513
2 C -0.43768 -1.16366 0.26268  -0.1611
3 C 0.79310 -1.34564 0.09445  -0.3946
4 C 1.83360 -0.21474 -0.14526  0.6145
5 H 0.08805 1.55713 0.36274  0.3287
6 H -1.34572 2.00463 -1.08397  0.2592
7 H -3.52952 0.32120 -0.15108  0.2531
8 H -1.10845 -1.97789 0.33561  0.4019
9 H 1.42080 -2.17116 -0.19550  0.3478
10 H 2.35987 1.51822 0.65188  0.2704
11 N -0.62908 1.10383 -0.45593  -0.5579
12 N -2.64078 -0.30989 -0.03835  -0.6168
13 O 1.62201 1.00397 0.67685  -0.4853
14 O 2.98736 -0.34241 -0.46781  -0.5111

Forces on the atoms, in the same order (eV/Å):
C 0.822 1.414 -3.822
C -5.924 0.366 1.056
C 6.416 2.451 -2.391
C 1.581 1.650 3.697
H -2.491 -1.322 -3.126
H 2.683 -3.660 3.080
H 3.154 -0.802 -0.115
H -0.218 -1.334 0.269
H -0.804 -1.145 0.604
H 3.690 2.011 -0.363
N -2.576 4.291 1.234
N -1.043 0.621 1.530
O -3.717 -3.931 -0.607
O -1.576 -0.609 -1.046



# 3
An isolated molecule of C4H6N2O2, computed with wB97M-V/def2-TZVPD.

- total charge = 0
- LUMO level (eV) = 0.21
- gap between HOMO and LUMO (eV) = 9.6
- F_max (eV Å⁻¹) = 9.0
- relative energy (zero: lowest compared OMol25 entry of this formula, charge and spin) (eV) = 8.5907
- HOMO level (Ha) = -0.3437
- structure (SMILES) = O=CN1C[C@@H]1/C=N/O
- spin multiplicity = 1

Each line ends with the Mulliken charge.
Geometry (Å):
1 C -1.07454 0.77574 -0.31368  -0.3399
2 C -0.37866 -0.48751 0.13361  0.3774
3 C 0.81536 -0.85474 -0.85936  -0.5771
4 C 2.15050 -0.72468 1.22751  0.1173
5 H -3.98007 1.68356 -1.03712  0.4091
6 H -0.26666 1.30953 -0.99059  0.2237
7 H -0.71769 -1.58850 0.58648  0.3042
8 H 0.90282 -2.02471 -0.68884  0.2450
9 H 0.90463 -0.22295 -1.75989  0.2861
10 H 2.32849 -0.68206 2.41794  0.3024
11 N -2.51682 0.90116 -0.26708  -0.3133
12 N 1.06747 -0.33148 0.45314  -0.1365
13 O -2.91953 2.09363 -0.70300  -0.3435
14 O 3.15677 -1.43306 0.58315  -0.5548

Forces on the atoms, in the same order (eV/Å):
C -4.544 -0.456 -0.681
C 1.281 -3.131 0.407
C -1.491 -2.506 2.677
C 4.635 -4.808 -2.240
H 4.450 2.774 1.387
H -2.332 0.116 1.630
H -0.238 3.686 -1.039
H 0.371 2.445 -1.981
H 0.468 -0.848 0.518
H -1.206 0.585 -2.889
N 8.738 -1.983 1.136
N 1.117 1.143 0.140
O -5.722 -1.314 -2.661
O -5.528 4.298 3.595



# 4
An isolated molecule of C4H6N2O2, computed with wB97M-V/def2-TZVPD.

- total charge = 0
- LUMO level (eV) = 0.61
- gap between HOMO and LUMO (eV) = 8.4
- F_max (eV Å⁻¹) = 6.4
- relative energy (zero: lowest compared OMol25 entry of this formula, charge and spin) (eV) = 3.6309
- HOMO level (Ha) = -0.2857
- structure (SMILES) = Nc1cc(O)oc1N
- spin multiplicity = 1

Each line ends with the Mulliken charge.
Geometry (Å):
1 C -0.55357 -0.82547 0.23053  0.6333
2 C -0.02473 -0.03371 1.40235  -0.8747
3 C 0.87228 0.74285 0.69892  0.6077
4 C -0.28417 -0.28091 -0.90462  -0.1401
5 H -2.27580 -1.74681 0.88768  0.2332
6 H -1.67335 -1.66524 -0.73441  0.3173
7 H 0.03633 -0.34253 2.38448  0.3967
8 H 2.34765 2.24727 0.98080  0.3720
9 H -1.61167 0.61162 -2.41203  0.2146
10 H -0.37669 -0.63605 -2.96290  0.2497
11 N -1.49671 -1.80980 0.21034  -0.5359
12 N -0.92169 -0.13816 -2.12934  -0.5197
13 O 1.78788 1.41256 1.45226  -0.5572
14 O 0.76506 0.78130 -0.61147  -0.3968

Forces on the atoms, in the same order (eV/Å):
C -1.348 0.805 5.642
C 0.690 -1.319 -5.286
C -0.393 0.641 2.429
C 2.492 4.559 -3.687
H 0.757 0.138 -0.948
H -2.501 -1.331 -2.110
H 0.110 -0.373 1.772
H -2.647 -3.631 1.394
H 1.508 -1.231 0.925
H -1.954 1.888 2.282
N -0.339 -1.158 2.252
N 1.331 -1.989 -2.395
O 2.497 3.477 -2.594
O -0.201 -0.475 0.324



# 5
An isolated molecule of C4H6N2O2, computed with wB97M-V/def2-TZVPD.

- total charge = 0
- LUMO level (eV) = -0.08
- gap between HOMO and LUMO (eV) = 9.5
- F_max (eV Å⁻¹) = 5.3
- relative energy (zero: lowest compared OMol25 entry of this formula, charge and spin) (eV) = 1.5512
- HOMO level (Ha) = -0.3529
- structure (SMILES) = [H]/N=C(/C=O)CC(N)=O
- spin multiplicity = 1

Each line ends with the Mulliken charge.
Geometry (Å):
1 C -0.70927 0.45287 -0.55301  -0.7992
2 C -0.81829 -1.07644 -0.50943  0.6376
3 C -0.03756 0.95156 0.69941  0.4499
4 N 0.27692 -1.71858 -0.96907  -0.3578
5 C 1.60055 1.19646 0.54426  0.1077
6 N -0.50508 0.98881 1.86800  -0.6754
7 O -1.75339 -1.63184 0.02424  -0.6093
8 O 2.22199 0.69647 -0.33732  -0.4778
9 H 1.12874 -1.21862 -1.17098  0.2166
10 H 0.28772 -2.72541 -0.94838  0.2379
11 H -1.45313 0.62026 1.96804  0.2878
12 H -0.13634 0.75890 -1.42996  0.3411
13 H -1.71912 0.86092 -0.61271  0.2925
14 H 1.61626 1.84464 1.42691  0.3484

Forces on the atoms, in the same order (eV/Å):
C -0.363 -0.090 -0.227
C 0.370 0.461 0.784
C 1.441 -1.157 -1.166
N 0.166 -0.243 -0.353
C -5.234 -0.136 0.716
N 0.734 0.202 0.089
O -0.339 -0.092 -0.279
O 0.814 0.439 0.439
H -0.135 -0.002 -0.094
H 0.030 0.073 0.135
H -0.009 0.246 -0.296
H -0.039 0.060 0.048
H 0.043 -0.096 -0.038
H 2.523 0.337 0.241



# 6
An isolated molecule of C4H6N2O2, computed with wB97M-V/def2-TZVPD.

- total charge = 0
- LUMO level (eV) = 0.21
- gap between HOMO and LUMO (eV) = 10.0
- F_max (eV Å⁻¹) = 1.9
- relative energy (zero: lowest compared OMol25 entry of this formula, charge and spin) (eV) = 3.0683
- HOMO level (Ha) = -0.3582
- structure (SMILES) = O=CNN1C[C@H]1C=O
- spin multiplicity = 1

Each line ends with the Mulliken charge.
Geometry (Å):
1 C 0.38076 -2.16715 -0.95420  0.0621
2 C 0.88624 1.22022 -0.00264  -0.4612
3 C 0.03199 0.70290 1.11611  -0.0629
4 C -1.41001 0.93168 0.85043  -0.0490
5 H 1.22870 -2.35836 -0.24673  0.3154
6 H -0.61610 -0.37197 -1.34040  0.2488
7 H 0.35816 1.62872 -0.87555  0.2548
8 H 1.86317 1.68819 0.19017  0.2496
9 H 0.44351 0.63293 2.11649  0.3998
10 H -2.03345 1.08098 1.75424  0.3492
11 N 0.16342 -0.82879 -0.86112  -0.0078
12 N 0.81190 -0.16675 0.18922  -0.2327
13 O -0.18382 -2.94808 -1.68311  -0.5497
14 O -1.92448 0.95547 -0.25291  -0.5165

Forces on the atoms, in the same order (eV/Å):
C 0.722 0.006 0.508
C 1.330 1.375 -0.317
C -0.077 -0.059 -0.736
C -0.701 -0.189 0.134
H -0.408 -0.697 -0.396
H 0.199 -0.167 0.281
H 0.109 -0.146 0.504
H -0.536 -0.180 0.117
H -0.452 0.260 0.019
H 0.044 0.002 -0.134
N -0.806 0.038 -0.135
N -0.172 -0.565 -0.805
O 0.175 0.356 0.236
O 0.572 -0.034 0.724



# 7
An isolated molecule of C4H6N2O2, computed with wB97M-V/def2-TZVPD.

- total charge = 0
- LUMO level (spin up / spin down) (eV) = 0.31 / 0.31
- gap between HOMO and LUMO (spin up / spin down) (eV) = 7.8 / 7.8
- F_max (eV Å⁻¹) = 2.7
- relative energy (zero: lowest compared OMol25 entry of this formula, charge and spin) (eV) = 6.5425
- HOMO level (spin up / spin down) (Ha) = -0.2754 / -0.2755
- spin multiplicity = 1

Each line ends with the Mulliken charge.
Geometry (Å):
1 C -0.77011 1.71369 -0.18120  -0.6470
2 C -1.74327 0.67944 0.03790  0.2406
3 C 0.73309 0.44586 1.04432  0.4174
4 C 2.21119 -0.71712 -0.33324  -0.8220
5 N 0.42193 1.40378 0.33395  -0.2825
6 N -1.24398 -0.43945 0.46817  -0.1771
7 O -1.98762 -1.59986 0.57346  -0.4680
8 O 1.70456 -0.38272 1.02289  -0.2516
9 H -0.93807 2.68269 -0.69756  0.3517
10 H -2.86324 0.71662 -0.25983  0.3143
11 H 1.70519 -1.48861 -0.87033  0.3346
12 H 3.11799 -1.29177 -0.19853  0.3206
13 H 2.45140 0.06025 -1.06164  0.3414
14 H -2.79905 -1.78279 0.12163  0.3277

Forces on the atoms, in the same order (eV/Å):
C 0.251 0.175 0.339
C -1.723 -0.862 -1.185
C -0.464 0.072 1.371
C 1.540 -0.966 0.077
N -1.134 1.534 -1.512
N -0.057 0.173 -0.915
O 1.620 -0.767 1.960
O 0.566 -0.969 -2.078
H 0.075 -0.921 0.815
H 1.991 0.255 0.466
H -1.811 -0.171 0.109
H 0.658 0.430 0.725
H -0.485 0.709 0.835
H -1.026 1.308 -1.009



# 8
A structure of composition C4H6N2O2, computed with wB97M-V/def2-TZVPD.

- total charge = 0
- LUMO level (eV) = 0.16
- gap between HOMO and LUMO (eV) = 7.7
- F_max (eV Å⁻¹) = 11.1
- relative energy (zero: lowest compared OMol25 entry of this formula, charge and spin) (eV) = 6.4286
- HOMO level (Ha) = -0.2779
- spin multiplicity = 1

Each line ends with the Mulliken charge.
Geometry (Å):
1 C -2.49270 -0.25912 -0.03120  -1.2278
2 C -1.15229 -0.11868 0.00752  0.6554
3 C 0.92457 0.47100 0.12444  0.4944
4 C 0.84880 -0.89972 0.11698  0.2883
5 H -3.02839 -0.83356 0.65348  0.3388
6 H -2.92663 -0.38039 -0.96634  0.3372
7 H -2.87559 0.81558 -0.07270  0.3175
8 H 1.59655 2.15732 -0.53620  0.3331
9 H 2.81069 1.04966 1.23714  0.3027
10 H 2.73408 -1.12528 -0.57702  0.3647
11 N -0.32400 0.95328 0.01194  -0.6042
12 N 2.17114 1.10384 -0.05253  -0.7340
13 O 2.00687 -1.71888 -0.13317  -0.5770
14 O -0.29311 -1.21506 0.21767  -0.2891

Forces on the atoms, in the same order (eV/Å):
C -4.792 3.403 -0.640
C 8.550 1.927 1.330
C 1.390 -1.508 -0.588
C 10.551 3.452 -0.799
H -0.521 -0.862 1.435
H -0.344 -1.670 -2.350
H 0.385 -0.887 1.293
H 3.229 -3.076 2.616
H -2.367 1.222 -4.469
H -2.376 -1.021 1.316
N -2.448 -0.789 0.009
N -1.054 3.400 1.633
O -1.084 1.550 -0.070
O -9.119 -5.141 -0.716



# 9
A structure of composition C4H6N2O2, computed with wB97M-V/def2-TZVPD.

- total charge = 0
- LUMO level (spin up / spin down) (eV) = -1.27 / -1.23
- gap between HOMO and LUMO (spin up / spin down) (eV) = 7.3 / 7.7
- F_max (eV Å⁻¹) = 2.8
- relative energy (zero: lowest compared OMol25 entry of this formula, charge and spin) (eV) = 5.5023
- HOMO level (spin up / spin down) (Ha) = -0.3161 / -0.3282
- spin multiplicity = 1

Each line ends with the Mulliken charge.
Geometry (Å):
1 C -1.05004 -0.77741 -0.92375  -1.1549
2 C -0.41577 -0.57803 0.41125  0.7426
3 O -1.24904 -0.60253 1.44041  -0.4597
4 O 0.79277 -1.21896 0.65103  -0.4300
5 H -0.83798 -1.05136 2.19666  0.3776
6 H -1.92620 -0.14115 -1.01777  0.3370
7 H -0.34682 -0.54171 -1.71675  0.3340
8 H -1.34835 -1.82886 -0.98348  0.3557
9 C 0.58583 1.12153 0.22761  -0.0279
10 N 0.26628 1.77388 -0.81854  -0.5737
11 C 1.69978 -0.28593 0.16520  0.3863
12 N 2.83605 -0.24044 -0.17452  -0.5361
13 H 0.26433 2.78267 -0.66998  0.2438
14 H 0.72914 1.58830 1.21262  0.4053

Forces on the atoms, in the same order (eV/Å):
C 0.020 -0.164 0.170
C 1.210 2.337 -1.002
O -0.226 -0.420 0.316
O 1.239 -0.269 -0.105
H 0.151 0.336 -0.038
H 0.004 -0.004 0.005
H 0.000 0.014 0.005
H -0.021 0.039 -0.031
C -1.802 -0.370 0.307
N -0.057 0.099 -0.077
C -0.418 -1.967 0.304
N -0.497 0.409 0.218
H 0.199 -0.004 -0.018
H 0.199 -0.037 -0.054



# 10
A structure of composition C4H6N2O2, computed with wB97M-V/def2-TZVPD.

- total charge = 0
- LUMO level (eV) = 0.64
- gap between HOMO and LUMO (eV) = 8.6
- F_max (eV Å⁻¹) = 4.7
- relative energy (zero: lowest compared OMol25 entry of this formula, charge and spin) (eV) = 2.2125
- HOMO level (Ha) = -0.2930
- spin multiplicity = 1

Each line ends with the Mulliken charge.
Geometry (Å):
1 C 0.61424 1.43368 0.02604  -0.1334
2 C 1.90670 1.11671 -0.01631  -0.4781
3 C -1.56911 0.21909 -0.00168  0.5671
4 C 1.06304 -1.00618 -0.07701  -0.3359
5 N -0.22069 0.34463 0.03883  -0.1537
6 N -2.00934 -1.08212 -0.05429  -0.3637
7 O -2.30393 1.18236 -0.02698  -0.6424
8 O 2.19155 -0.25114 -0.02190  -0.3872
9 H 0.20944 2.42772 0.07104  0.4052
10 H 2.77095 1.74951 -0.04244  0.4355
11 H 0.89910 -1.62865 0.79731  0.3255
12 H 0.85905 -1.48138 -1.03436  0.3364
13 H -1.40989 -1.81199 0.28638  0.1800
14 H -3.00112 -1.21226 0.05536  0.2448

Forces on the atoms, in the same order (eV/Å):
C 0.180 0.100 0.003
C -0.321 0.264 -0.043
C 0.225 0.244 -0.070
C -3.017 2.623 0.185
N 3.126 -3.517 -0.078
N -0.052 -0.180 -0.084
O -0.519 0.337 -0.023
O 0.170 -0.022 -0.005
H -0.014 0.144 -0.037
H 0.061 0.070 0.036
H 0.097 -0.080 0.050
H 0.084 0.003 -0.025
H -0.095 -0.043 0.029
H 0.076 0.056 0.062



Q: Look up the total charge of the fifth one.
A: 0